No. 1
30
Properties=species:S:1:pos:R:3:forces:R:3:nbo_charge:R:1 method="wB97M-V/def2-TZVPD" s2=2.022 e_homo_ev="-7.745 / -7.328" de_lowest_ev=0.343 charge=0 multiplicity=3 gap_ev="8.3 / 7.5"
Pt -0.468 0.148 -0.953 0.88 1.13 -3.26 0.6444
C 1.286 2.253 -0.049 -0.09 -0.54 0.13 -0.0943
C 2.348 1.080 0.034 -0.33 0.05 0.53 -0.0811
O 2.664 0.061 -0.934 -2.11 -0.48 0.33 -0.5089
C 2.250 -1.281 -0.572 0.95 -0.60 -1.56 -0.0830
C 1.004 -2.145 -1.053 -0.42 0.90 0.09 -0.1047
O -0.084 -1.858 -0.073 0.42 -0.91 -0.43 -0.5945
C -1.465 -2.235 -0.276 -0.62 0.36 0.99 -0.1182
C -2.197 -1.272 0.728 -1.47 -1.32 0.43 -0.1128
O -2.657 0.043 0.340 2.37 -0.01 -0.52 -0.5369
C -2.084 1.105 1.161 0.62 0.13 0.59 -0.1017
C -1.194 2.289 0.613 -0.25 -1.28 -0.55 -0.0980
O 0.162 1.894 0.776 0.21 -0.13 1.18 -0.5970
H 0.939 2.528 -1.029 0.15 -0.08 -0.53 0.2312
H 1.777 3.129 0.376 0.07 -0.01 0.31 0.1714
H 2.129 0.578 1.003 0.19 0.40 -0.38 0.1736
H 3.289 1.585 0.100 0.67 0.46 0.29 0.1834
H 2.223 -1.337 0.507 0.17 -0.29 0.38 0.1805
H 3.100 -1.849 -1.012 -0.41 0.02 0.68 0.1936
H 1.304 -3.204 -1.034 -0.08 0.23 0.61 0.1869
H 0.600 -1.975 -2.067 0.42 0.32 0.39 0.2183
H -1.765 -3.279 0.013 0.85 0.69 0.04 0.1937
H -1.750 -2.105 -1.312 -0.12 0.20 -0.34 0.2167
H -1.532 -1.237 1.606 -0.21 0.18 -0.30 0.2011
H -3.134 -1.753 1.063 0.43 -0.21 -0.18 0.1924
H -1.416 0.618 1.898 -0.46 0.40 -0.09 0.1916
H -2.954 1.499 1.648 -0.34 0.57 0.46 0.1897
H -1.440 3.149 1.210 0.04 0.48 0.51 0.1824
H -1.416 2.519 -0.421 -0.14 0.12 -0.39 0.2097
O 0.482 1.051 -2.292 -1.38 -0.81 0.57 -0.7295



No. 2
31
Properties=species:S:1:pos:R:3:forces:R:3:mulliken_charge:R:1 method="wB97M-V/def2-TZVPD" e_homo_ev=-11.352 charge=+1 gap_ev=4.7
C 1.245 -1.374 0.546 2.01 -0.64 0.00 -0.0910
C 2.012 0.080 0.585 1.35 0.24 1.37 0.3704
C 3.083 0.249 -0.690 0.48 -0.47 0.86 -1.1624
C 1.072 1.378 0.842 1.85 0.52 0.25 -0.9848
B -0.211 1.598 -0.158 0.62 0.36 0.74 0.5480
C -1.503 0.883 0.525 -2.45 -0.39 0.88 0.1100
C -2.408 -0.122 -0.340 -2.16 -0.50 1.08 -0.6973
C -2.534 -1.639 0.354 -0.24 0.26 -3.08 0.0333
O -1.909 -2.627 -0.552 0.65 2.12 1.86 -0.5416
C 0.055 1.333 -1.747 -0.54 1.73 -1.18 0.3626
F 1.152 2.287 -2.161 -2.87 -3.43 0.28 -0.2955
F -1.153 1.797 -2.527 3.32 -1.66 1.42 -0.3118
F 0.296 -0.060 -2.158 -0.26 3.31 0.14 -0.2614
H 1.309 -1.781 -0.556 -0.78 0.66 2.19 0.1912
H 1.888 -2.136 1.202 -1.38 1.49 -1.41 0.4239
H 0.172 -1.383 1.009 1.30 0.24 -0.94 -0.7192
H 2.737 0.013 1.534 -1.58 0.10 -1.96 0.4723
H 3.239 1.390 -0.916 -0.55 -2.38 0.18 0.2546
H 4.142 -0.160 -0.335 -2.28 0.79 -0.72 0.3574
H 2.782 -0.396 -1.621 0.42 1.61 1.67 0.2522
H 0.702 1.418 1.976 0.78 -0.23 -2.14 0.1397
H 1.761 2.344 0.720 -1.18 -2.22 0.42 0.2082
H -0.432 2.779 -0.090 -0.13 0.13 -0.31 -0.2211
H -2.224 1.725 0.970 1.54 -1.94 -0.87 0.2796
H -1.115 0.302 1.493 -0.56 0.53 -1.02 -0.4677
H -3.529 0.291 -0.329 2.42 -0.92 -0.23 0.3477
H -2.145 -0.308 -1.455 -0.14 0.39 2.07 0.3342
H -3.681 -1.944 0.485 2.39 0.33 0.12 0.5552
H -1.966 -1.707 1.386 -2.01 2.32 -9.17 -0.7658
H -1.057 -2.158 -0.857 -1.65 -0.96 0.33 0.3451
Sr -1.781 -2.071 2.864 1.61 -1.37 7.18 1.9342



No. 3
50
Properties=species:S:1:pos:R:3:forces:R:3:nbo_charge:R:1 method="wB97M-V/def2-TZVPD" e_homo_ev=-0.788 de_lowest_ev=9.309 charge=-3 gap_ev=2.1
Be 0.742 0.816 0.133 0.32 0.14 0.22 0.6439
O 6.523 2.735 0.497 0.60 1.12 -0.21 -0.7243
C 5.237 2.354 0.482 -3.13 -0.01 -0.37 0.9101
O 4.257 3.114 0.307 0.96 1.08 0.04 -0.6147
O 5.052 1.143 0.597 0.29 -1.84 0.27 -0.6854
H 6.829 1.826 0.462 1.17 -0.38 0.18 0.4862
O 2.591 -4.774 -3.232 -0.34 0.03 -0.96 -0.7638
C 3.153 -3.934 -2.309 -2.01 1.36 4.92 0.9012
O 2.460 -3.331 -1.461 -1.62 0.20 -1.58 -0.7439
O 4.356 -4.022 -2.155 3.69 -0.69 -1.64 -0.7980
H 3.470 -5.093 -3.450 0.20 -1.02 -1.04 0.4723
O -0.050 -3.765 5.271 -2.03 -0.62 1.69 -0.7297
C 0.646 -3.033 4.417 0.31 1.54 -2.53 0.9091
O 1.786 -3.319 4.193 5.00 -2.62 0.88 -0.6994
O 0.203 -2.122 3.728 -3.68 1.95 0.08 -0.6743
H 0.606 -4.359 5.643 0.16 -0.17 0.01 0.4784
O 1.201 2.163 5.919 0.17 -0.32 1.26 -0.7299
C 1.592 3.070 4.996 -1.25 -1.27 -0.71 0.9231
O 2.465 3.854 5.186 2.89 2.25 1.76 -0.6421
O 0.981 3.010 3.929 -1.56 -0.34 -2.30 -0.6174
H 0.513 1.682 5.454 -0.23 -0.38 -0.04 0.4877
O -3.740 5.664 -1.310 -1.86 -0.04 -0.97 -0.7306
C -2.597 5.467 -0.654 3.47 0.61 2.45 0.9104
O -1.872 4.469 -0.752 -0.90 -2.09 -1.56 -0.7167
O -2.210 6.369 0.102 -1.01 1.82 0.22 -0.7173
H -4.050 4.815 -1.633 0.22 -0.26 -0.21 0.4695
C 1.673 0.769 -5.214 -0.55 0.60 1.26 0.7472
O 1.115 1.147 -4.224 -1.09 0.48 1.17 -0.6210
N 2.854 1.210 -5.579 4.91 2.84 -1.11 -0.8391
N 1.207 -0.097 -6.075 -2.05 -3.12 -2.72 -0.8260
H 3.433 0.969 -6.370 -0.81 -0.80 -0.05 0.3676
H 3.179 2.124 -5.299 -0.53 -0.26 0.90 0.3989
H 0.349 -0.605 -5.911 0.33 0.20 0.30 0.4019
H 1.761 -0.391 -6.867 -0.23 0.05 0.34 0.3702
C -4.276 0.446 4.831 0.27 0.22 -3.54 0.7498
O -5.039 1.300 5.130 -2.76 3.01 2.45 -0.6951
N -3.824 0.433 3.590 1.29 -0.32 -2.47 -0.8316
N -3.974 -0.588 5.547 0.60 -2.74 3.75 -0.8330
H -4.150 1.189 3.005 0.49 -0.27 0.01 0.4090
H -3.097 -0.207 3.303 -0.07 0.38 -0.29 0.3987
H -4.214 -0.379 6.505 0.30 -0.71 0.12 0.3882
H -3.267 -1.281 5.345 0.02 0.39 -0.05 0.4112
C -2.849 -2.325 -2.825 3.16 0.15 3.23 0.7410
O -2.552 -1.864 -1.722 -0.04 -0.22 -0.81 -0.6510
N -4.017 -2.262 -3.325 -6.32 1.30 -1.40 -0.8213
N -2.056 -3.016 -3.615 3.99 -2.07 -1.43 -0.8447
H -4.314 -2.824 -4.110 -0.04 0.26 0.45 0.3739
H -4.681 -1.864 -2.677 -0.32 -0.08 -0.52 0.4038
H -2.246 -3.369 -4.543 -0.41 0.36 0.42 0.3703
H -1.157 -3.311 -3.263 0.05 0.33 0.14 0.4266



No. 4
28
Properties=species:S:1:pos:R:3:forces:R:3:nbo_charge:R:1 method="wB97M-V/def2-TZVPD" e_homo_ev=-8.149 de_lowest_ev=0.752 charge=0 gap_ev=8.2
C -1.233 1.094 1.024 -0.61 0.30 0.22 0.1505
C -1.163 2.265 1.858 3.17 1.14 -0.22 -0.7833
C -2.917 -0.427 -0.104 0.89 2.43 1.47 -0.5890
C 3.455 -0.231 0.076 0.85 -0.14 -4.92 -0.6034
C 1.211 -0.828 0.885 0.48 -2.53 -2.89 -0.6078
C 1.727 -1.510 -1.458 0.28 0.43 0.82 -0.6208
C -2.396 1.075 0.183 -1.22 -2.02 -1.29 -0.5990
C 2.010 -0.411 -0.419 -0.58 -0.41 1.98 -0.3973
F 2.570 1.752 -1.872 -0.94 -0.60 0.17 -0.5985
F 1.806 2.141 0.274 -0.19 0.27 0.92 -0.5869
P 1.312 1.241 -0.927 1.19 -0.33 -1.20 1.4825
H -2.070 2.763 2.080 -1.09 0.49 0.60 0.1985
H -0.467 2.071 2.742 -0.88 0.76 -1.09 0.2405
H -0.607 3.010 1.100 -0.68 -1.41 1.62 0.2884
H -2.238 -1.019 0.461 0.56 -0.95 0.11 0.2123
H -3.889 -0.573 0.336 -0.43 0.18 0.02 0.2059
H -2.923 -0.674 -1.112 -0.02 -0.56 -1.82 0.2089
H 4.167 -0.291 -0.889 -1.27 0.63 2.20 0.2016
H 3.507 0.695 0.573 0.53 1.22 0.42 0.2202
H 3.829 -0.961 0.714 0.18 -1.67 1.22 0.2102
H 0.197 -0.663 0.719 -1.59 0.56 0.21 0.2417
H 1.603 -0.278 1.648 0.57 1.37 2.53 0.2021
H 1.255 -1.944 1.076 0.68 1.16 -0.13 0.1954
H 2.526 -1.476 -2.218 -0.51 -0.63 0.19 0.2205
H 1.644 -2.411 -0.799 0.56 0.17 -1.36 0.2205
H 0.733 -1.375 -1.905 0.25 0.02 -0.12 0.2122
H -1.831 1.583 -0.637 -0.24 -0.60 -0.44 0.2884
H -3.303 1.671 0.279 0.08 0.72 0.80 0.1857



No. 5
32
Properties=species:S:1:pos:R:3:forces:R:3:nbo_charge:R:1 method="wB97M-V/def2-TZVPD" e_homo_ev=-12.807 charge=+1 gap_ev=9.4
C -1.228 1.168 0.397 -0.05 -0.29 -0.27 -0.6227
C -1.137 1.452 -1.112 0.39 0.51 0.43 -0.2458
C -0.301 2.720 -1.328 -0.53 -0.18 -0.07 -0.6187
C -0.708 0.183 -1.888 -0.37 0.90 0.69 -0.5247
S 0.838 0.205 -2.814 -0.38 -1.01 -0.95 0.5551
C 2.195 0.274 -1.538 0.41 0.57 -1.35 0.5669
F 1.734 0.626 -0.394 -0.89 0.95 1.66 -0.2615
F 2.596 -0.963 -1.446 0.50 -1.85 0.02 -0.2848
C 3.390 1.125 -2.020 -0.02 -1.10 -0.18 0.5082
F 2.972 2.191 -2.673 -0.53 1.17 -0.81 -0.3134
F 4.039 1.485 -0.949 0.86 0.64 1.53 -0.2812
H -0.733 0.242 0.667 0.12 0.05 0.21 0.2425
H -2.255 1.080 0.720 -0.33 -0.08 0.06 0.2257
H -0.794 1.975 0.966 0.20 0.20 0.23 0.2251
H -2.138 1.698 -1.423 -0.35 -0.12 -0.56 0.2311
H -0.939 3.558 -1.102 -0.23 0.37 0.07 0.2484
H 0.043 2.886 -2.342 0.15 0.03 -0.24 0.1901
H 0.501 2.783 -0.614 0.62 -0.09 0.03 0.2213
H -1.487 -0.142 -2.560 0.09 -0.12 -0.63 0.2788
H -0.572 -0.626 -1.182 0.34 -0.42 0.06 0.2747
H 0.935 1.359 -3.502 -0.12 0.26 0.54 0.2095
H 4.050 0.518 -2.623 0.07 -0.22 -0.55 0.1659
C -1.566 -1.829 2.854 0.27 0.06 0.04 -0.0909
C -1.355 -3.314 2.648 0.00 -0.08 0.32 -0.0965
O -0.134 -3.719 3.266 -0.01 0.13 -0.07 -0.7255
O -0.459 -1.100 2.327 0.07 -0.26 -0.14 -0.7461
H -2.472 -1.488 2.352 0.02 0.03 -0.01 0.1817
H -1.649 -1.603 3.923 -0.17 -0.08 0.01 0.1675
H -1.248 -3.535 1.587 0.01 -0.03 0.00 0.1789
H -2.192 -3.892 3.050 -0.08 0.06 -0.09 0.1816
H -0.255 -3.684 4.223 0.05 -0.07 -0.10 0.4737
H 0.326 -1.632 2.530 -0.08 0.07 0.10 0.4850



No. 6
34
Properties=species:S:1:pos:R:3:forces:R:3:nbo_charge:R:1 method="wB97M-V/def2-TZVPD" e_homo_ev=-1.945 charge=-1 gap_ev=4.3
S -5.562 -4.522 2.483 -0.55 0.05 -0.15 -0.0051
N -5.800 -3.336 1.227 0.23 -0.07 0.01 -1.0781
I -4.638 -1.671 1.574 -0.16 -0.03 0.04 0.0337
H -4.529 -4.093 3.203 0.46 0.05 0.11 0.0566
C 1.994 -1.799 0.470 -0.05 -0.08 0.04 -0.6363
C 1.166 -0.634 0.963 0.05 0.13 -0.08 -0.0733
O -0.046 -1.072 1.590 -0.05 0.02 0.05 -0.4874
C 0.063 -1.490 2.852 0.05 -0.18 -0.08 0.9848
O 1.078 -1.499 3.508 -0.01 0.05 0.03 -0.6747
O -1.129 -1.907 3.248 0.02 0.10 -0.04 -0.4734
C -1.202 -2.414 4.580 -0.09 -0.01 -0.01 -0.2550
H 1.401 -2.427 -0.194 0.00 0.00 -0.03 0.2161
H 2.860 -1.431 -0.082 0.01 0.02 -0.01 0.2066
H 2.347 -2.405 1.303 0.01 0.01 0.03 0.2201
H 0.830 -0.016 0.132 -0.02 -0.01 -0.01 0.1999
H 1.728 -0.012 1.659 0.02 -0.02 0.05 0.1865
H -0.808 -1.691 5.290 0.04 0.02 0.01 0.1837
H -0.649 -3.348 4.663 0.05 0.00 0.00 0.1827
H -2.258 -2.589 4.757 -0.03 -0.01 -0.01 0.2119
C 3.023 3.464 -3.373 -0.04 0.01 0.09 -0.6378
C 2.370 2.189 -3.856 0.08 -0.03 -0.10 -0.0692
O 1.473 1.643 -2.876 -0.04 0.00 0.04 -0.4989
C 0.268 2.220 -2.819 0.06 0.08 0.06 0.9835
O -0.117 3.115 -3.529 -0.02 -0.02 -0.02 -0.6562
O -0.418 1.645 -1.842 -0.03 -0.07 0.01 -0.4912
C -1.744 2.157 -1.640 -0.07 0.01 0.08 -0.2575
H 3.527 3.295 -2.421 0.03 0.00 0.00 0.2111
H 3.762 3.801 -4.101 0.01 0.00 -0.02 0.2119
H 2.285 4.253 -3.243 -0.03 0.01 -0.02 0.2257
H 3.110 1.405 -4.007 -0.01 -0.03 0.02 0.1869
H 1.831 2.345 -4.788 -0.04 0.03 -0.01 0.1953
H -2.319 2.119 -2.560 0.04 0.00 -0.07 0.1951
H -1.698 3.183 -1.279 0.03 0.04 -0.04 0.1845
H -2.199 1.521 -0.891 0.03 -0.09 0.04 0.2177



Quick rundown of DFT total energy, same order as above: -809.5999; -744.8373; -2012.4495; -855.9758; -1262.8147; -1517.0935 hartree